(1)
Density functional theory data (ωB97M-V/def2-TZVPD) for a molecular structure, C2H7N2O5S2.

Summary:
HOMO: -5.64 eV
2S+1: 1
total charge: -1

Geometry (Å):
C  2.772  -0.703  0.114
C  2.202  0.570  -0.458
O  0.800  0.515  -0.714
S  -0.120  0.514  0.606
O  0.545  1.309  1.572
O  -0.290  -0.842  0.997
N  -1.423  1.287  0.140
S  -2.539  0.367  -0.533
N  -3.066  -0.774  0.562
O  -3.662  1.215  -0.757
O  -2.111  -0.346  -1.695
H  2.530  -0.833  1.156
H  3.845  -0.659  -0.036
H  2.422  -1.529  -0.487
H  2.657  0.699  -1.432
H  2.484  1.436  0.123
H  -3.010  -1.665  0.084
H  -4.036  -0.561  0.758

=====

(2)
Density functional theory data (ωB97M-V/def2-TZVPD) for a molecular structure, C16H20CeNOS.

Summary:
HOMO (alpha / beta): -0.63 / -0.64 eV
2S+1: 1
total charge: -1

Geometry (Å):
Ce  -0.785  -0.353  0.160
C  -2.048  -1.980  -1.386
C  -1.678  -0.791  -2.120
C  -0.236  -0.814  -2.224
H  -2.378  -0.007  -2.494
C  0.279  -1.966  -1.469
C  -0.854  -2.664  -0.912
H  -0.826  -3.547  -0.238
H  -3.112  -2.226  -1.262
H  0.376  -0.075  -2.768
H  1.345  -2.216  -1.318
C  -1.521  -0.510  2.601
C  -1.232  -1.892  2.213
C  0.157  -2.004  1.839
H  -1.891  -2.777  2.217
C  0.761  -0.703  2.052
C  -0.294  0.237  2.510
H  -0.193  1.340  2.609
H  -2.540  -0.075  2.741
H  0.671  -2.925  1.493
H  1.824  -0.451  1.883
O  0.392  1.387  -0.265
C  1.777  1.867  -0.436
C  1.316  2.953  -1.437
C  2.671  0.757  -0.971
C  2.221  2.398  0.920
C  -0.125  2.549  -1.141
H  1.619  2.720  -2.460
H  1.566  3.965  -1.112
H  -0.702  3.192  -0.463
H  -0.719  2.140  -1.978
H  3.671  1.187  -1.126
H  2.291  0.364  -1.927
H  2.756  -0.073  -0.243
H  2.968  3.180  0.742
H  2.682  1.599  1.522
H  1.365  2.820  1.473
S  -5.015  -3.046  1.183
C  -3.736  -2.159  0.939
N  -2.823  -1.404  0.656

=====

(3)
Density functional theory data (ωB97M-V/def2-TZVPD) for a single C20H24F3N3O2 molecule.

Summary:
SMILES string: CCN1C[C@H](CN(C)Cc2nc(-c3ccc(C(F)(F)F)cc3)oc2C)CC1=O
HOMO: -8.52 eV
2S+1: 1
total charge: 0

Geometry (Å):
C  2.200  3.198  2.384
C  3.226  2.527  1.475
N  2.642  2.039  0.253
C  1.722  0.928  0.228
C  1.688  0.513  -1.249
C  2.747  -0.558  -1.528
N  2.571  -1.760  -0.728
C  3.745  -2.608  -0.816
C  1.348  -2.483  -1.068
C  0.185  -1.994  -0.271
N  -0.961  -1.532  -0.846
C  -1.746  -1.200  0.140
C  -3.082  -0.662  0.026
C  -3.826  -0.350  1.165
C  -5.103  0.155  1.039
C  -5.643  0.354  -0.227
C  -7.047  0.876  -0.339
F  -7.338  1.358  -1.555
F  -7.298  1.867  0.534
F  -7.963  -0.081  -0.084
C  -4.911  0.044  -1.367
C  -3.634  -0.460  -1.240
O  -1.183  -1.412  1.350
C  0.045  -1.921  1.091
C  0.950  -2.279  2.208
C  2.051  1.812  -1.974
C  2.875  2.589  -0.958
O  3.608  3.528  -1.176
H  1.440  2.488  2.702
H  2.694  3.595  3.267
H  1.717  4.018  1.859
H  3.702  1.690  2.001
H  3.993  3.248  1.182
H  2.087  0.115  0.861
H  0.728  1.235  0.578
H  0.705  0.148  -1.542
H  3.726  -0.139  -1.280
H  2.740  -0.793  -2.607
H  3.617  -3.470  -0.163
H  4.614  -2.046  -0.476
H  3.941  -2.966  -1.837
H  1.097  -2.396  -2.135
H  1.496  -3.543  -0.841
H  -3.396  -0.509  2.142
H  -5.685  0.400  1.915
H  -5.343  0.203  -2.343
H  -3.043  -0.709  -2.107
H  1.966  -2.355  1.830
H  0.659  -3.235  2.645
H  0.901  -1.523  2.988
H  2.612  1.656  -2.894
H  1.163  2.400  -2.214

=====

(4)
Density functional theory data (ωB97M-V/def2-TZVPD) for 10 unconnected molecules or ions with the total composition C43H66BN7O10.

Summary:
HOMO: -7.59 eV
2S+1: 1
total charge: 0

Geometry (Å):
C  -6.062  5.595  -2.265
C  -4.617  5.911  -2.759
C  -3.664  4.941  -2.057
C  -3.705  3.464  -2.476
N  -2.637  2.536  -1.800
C  -2.742  2.475  -0.209
C  -1.305  2.497  0.238
C  -0.527  3.460  -0.698
C  -1.156  3.023  -2.005
C  -2.843  1.107  -2.395
C  -2.457  0.920  -3.916
C  -2.550  -0.562  -4.262
H  -5.982  5.661  -1.180
H  -6.367  4.609  -2.613
H  -6.745  6.359  -2.638
H  -4.447  6.935  -2.424
H  -4.512  5.815  -3.839
H  -3.865  5.067  -0.993
H  -2.652  5.301  -2.240
H  -3.257  3.396  -3.467
H  -4.638  2.912  -2.359
H  -3.370  1.668  0.167
H  -3.307  3.321  0.184
H  -0.926  1.481  0.122
H  -1.317  2.750  1.298
H  0.538  3.277  -0.835
H  -0.796  4.452  -0.335
H  -0.565  2.270  -2.526
H  -1.175  3.859  -2.704
H  -3.798  0.663  -2.114
H  -2.129  0.512  -1.825
H  -1.476  1.291  -4.214
H  -3.200  1.484  -4.481
H  -2.313  -0.646  -5.323
H  -3.532  -1.035  -4.251
H  -1.982  -1.277  -3.667
O  -3.230  -1.839  1.039
C  -2.165  -2.020  0.469
O  -1.106  -1.214  0.499
B  -0.107  -1.608  -0.509
O  -0.703  -2.831  -1.147
C  -1.851  -3.164  -0.574
O  -2.578  -4.107  -0.972
O  1.191  -1.969  0.065
C  2.076  -1.117  -0.402
O  3.298  -0.991  -0.170
C  1.393  -0.132  -1.346
O  0.146  -0.510  -1.430
O  1.941  0.851  -1.880
N  3.367  1.997  0.580
C  3.261  1.947  1.942
C  4.116  2.942  2.453
C  4.830  3.467  1.346
C  4.267  2.977  0.191
H  2.804  1.428  -0.037
H  2.542  1.265  2.371
H  4.241  3.183  3.498
H  5.601  4.218  1.437
H  4.510  3.181  -0.841
N  6.413  0.858  1.021
C  7.568  1.454  1.531
C  8.565  0.518  1.687
C  8.056  -0.737  1.167
C  6.712  -0.485  0.784
H  5.615  1.430  0.785
H  7.553  2.479  1.870
H  9.567  0.720  2.036
H  8.622  -1.656  1.188
H  5.948  -1.037  0.257
N  5.229  -0.979  -2.338
C  4.630  -1.563  -3.400
C  5.250  -1.165  -4.534
C  6.211  -0.209  -4.189
C  6.233  -0.151  -2.786
H  4.918  -0.999  -1.377
H  3.736  -2.163  -3.308
H  4.922  -1.409  -5.533
H  6.801  0.418  -4.841
H  6.835  0.456  -2.125
N  -5.034  -3.019  -2.366
C  -5.541  -2.090  -1.464
C  -6.724  -1.597  -2.042
C  -7.018  -2.243  -3.210
C  -5.946  -3.147  -3.418
H  -4.186  -3.559  -2.262
H  -5.054  -1.910  -0.518
H  -7.438  -0.913  -1.608
H  -7.813  -2.023  -3.907
H  -5.796  -3.843  -4.230
N  -4.671  2.882  3.607
C  -3.562  2.140  3.706
C  -3.738  0.978  3.057
C  -5.078  1.014  2.591
C  -5.568  2.220  2.859
H  -4.675  3.848  3.902
H  -2.642  2.490  4.150
H  -3.051  0.152  2.948
H  -5.721  0.275  2.137
H  -6.520  2.585  2.504
N  -2.055  -4.484  6.080
C  -1.588  -3.624  5.098
C  -2.453  -3.863  3.930
C  -3.169  -4.998  4.222
C  -2.917  -5.366  5.509
H  -1.737  -4.595  7.032
H  -0.755  -2.964  5.291
H  -2.354  -3.291  3.020
H  -3.745  -5.524  3.475
H  -3.260  -6.228  6.063
C  3.414  -4.559  0.004
C  4.887  -4.158  0.226
O  5.711  -5.377  0.196
H  3.435  -5.362  -0.733
H  2.785  -3.726  -0.312
H  2.996  -5.077  0.867
H  5.098  -3.694  1.189
H  5.304  -3.522  -0.555
H  5.279  -6.017  0.766
C  2.272  -1.550  3.714
C  3.816  -1.784  3.667
O  4.282  -1.933  4.958
H  1.915  -1.573  2.684
H  2.061  -0.571  4.144
H  1.710  -2.349  4.197
H  4.406  -0.984  3.220
H  4.096  -2.657  3.078
H  5.193  -1.631  4.921

=====

no.,largest force on an atom (eV/Å)
1,1.96
2,7.00
3,1.26
4,4.98